Entry 1:
{"formula": "C6H11N5", "method": "ωB97M-V with the def2-TZVPD basis set", "elements": ["N", "N", "N", "N", "N", "C", "C", "C", "C", "C", "C", "H", "H", "H", "H", "H", "H", "H", "H", "H", "H", "H"], "xyz": [[1.25439, 1.13658, -0.67725], [3.56615, 0.45866, -0.09598], [-0.87085, -0.14927, -0.36014], [5.19707, -0.79745, -0.36742], [-3.16726, -0.00153, 0.34850], [4.15602, -0.45718, -1.00121], [5.44498, -0.23850, 0.79962], [4.40557, 0.63377, 0.92611], [0.29644, 0.39252, -0.54994], [-3.47846, -1.35600, 0.09819], [-2.01228, 0.50555, 0.18211], [2.83411, 0.91507, -0.16500], [-2.00979, 1.53717, 0.07221], [1.61354, 1.86347, -1.16907], [-3.03671, -2.04314, 0.76363], [4.14688, 1.27805, 1.75379], [-4.54057, -1.55390, 0.41444], [3.97326, -0.54065, -2.04162], [6.25569, -0.48414, 1.43562], [-1.08499, -1.11695, -0.78170], [-3.79651, 0.63440, 0.87970], [-3.38205, -1.52529, -0.90157]], "forces_ev_per_angstrom": [[-6.235, -5.675, 2.159], [8.200, -4.521, -0.219], [-3.067, -2.106, -0.196], [3.771, -4.026, -2.211], [0.486, 0.977, 1.882], [-0.421, 2.022, 2.556], [-0.942, 0.431, -0.707], [-0.886, 1.006, 2.297], [3.709, 3.360, -0.595], [-3.522, -0.671, 2.595], [1.425, -0.395, -2.458], [-7.705, 5.013, -0.814], [0.696, 2.142, 0.956], [1.007, 3.137, -2.103], [1.525, -0.762, 0.567], [-0.033, 0.069, -0.103], [0.705, 0.539, -0.818], [-0.479, -0.307, -0.580], [0.496, -0.124, 0.334], [0.952, 1.465, 1.000], [-0.016, -0.629, -0.778], [0.335, -0.946, -2.764]], "homo_lumo_gap_ev": [6.1, 3.3], "lumo_energy_ev": [-9.2812, -10.5309], "charge": 2}

***

Entry 2:
{"formula": "C11H14", "method": "ωB97M-V with the def2-TZVPD basis set", "elements": ["C", "C", "C", "C", "C", "C", "C", "C", "C", "C", "C", "H", "H", "H", "H", "H", "H", "H", "H", "H", "H", "H", "H", "H", "H"], "xyz": [[-0.73515, 0.60500, 0.01708], [1.55976, 0.29784, -1.12340], [-0.67970, -2.12846, 0.77772], [0.35647, 0.99860, 2.47051], [0.96852, -2.05461, -1.77651], [0.88779, -0.97843, -0.94743], [0.34613, 0.51706, 1.02583], [-2.14762, 1.12388, -0.21163], [0.06610, -0.87217, 0.29738], [0.49589, 1.29306, -0.37679], [1.00103, 1.65145, -1.66532], [0.47236, -2.90879, -1.54715], [-0.40533, 1.78794, 2.69551], [1.55663, -1.85580, -2.64639], [1.73913, 2.38553, -1.77623], [-0.87502, -2.52588, -0.22073], [0.11816, 0.11151, 3.13580], [-2.09764, 1.39922, -1.27223], [-0.03930, -2.88049, 1.50941], [-2.92564, 0.44808, 0.08340], [-1.53016, -1.84675, 1.35980], [-2.26794, 1.89724, 0.58635], [0.28285, 1.46678, -2.44653], [1.33949, 1.53932, 2.70031], [2.51320, 0.52889, -0.64876]], "forces_ev_per_angstrom": [[0.805, -2.573, -0.152], [-0.512, 3.152, -0.408], [2.687, 0.041, 1.186], [0.520, 0.230, 0.325], [1.138, 4.297, 0.979], [0.071, -1.785, -0.603], [-1.275, 1.380, -0.684], [1.804, 0.036, 1.578], [-0.793, 2.351, -0.059], [0.078, -2.601, 3.310], [0.420, -2.276, -0.578], [-1.031, -2.651, 0.224], [0.302, -0.711, -0.528], [0.081, -0.626, -0.597], [0.749, 1.062, -0.470], [-0.711, -0.865, 0.736], [0.680, 1.140, -0.498], [-0.978, 0.444, 0.511], [-1.332, 1.872, -2.208], [-0.342, -0.829, -0.518], [-0.877, -0.040, 0.038], [-0.028, 0.368, -1.312], [-0.234, 0.675, -0.290], [-1.146, -1.317, 0.016], [-0.074, -0.773, 0.003]], "homo_lumo_gap_ev": 8.2, "lumo_energy_ev": 0.8497, "smiles": "C=C1[C@H]2C[C@]23[C@]2(C)[C@@]1(C)[C@]32C", "charge": 0}

***

Entry 3:
{"formula": "C22H66O22", "method": "ωB97M-V with the def2-TZVPD basis set", "elements": ["O", "O", "O", "O", "O", "O", "O", "O", "O", "O", "O", "O", "O", "O", "O", "O", "O", "O", "O", "O", "O", "O", "C", "C", "C", "C", "C", "C", "C", "C", "C", "C", "C", "C", "C", "C", "C", "C", "C", "C", "C", "C", "C", "C", "H", "H", "H", "H", "H", "H", "H", "H", "H", "H", "H", "H", "H", "H", "H", "H", "H", "H", "H", "H", "H", "H", "H", "H", "H", "H", "H", "H", "H", "H", "H", "H", "H", "H", "H", "H", "H", "H", "H", "H", "H", "H", "H", "H", "H", "H", "H", "H", "H", "H", "H", "H", "H", "H", "H", "H", "H", "H", "H", "H", "H", "H", "H", "H", "H", "H"], "xyz": [[2.92356, -3.81980, -4.49990], [1.42763, 2.49687, -2.42189], [3.47143, 2.19959, 2.88019], [-0.55130, 5.54303, 1.89139], [-4.16970, -0.25940, -2.65343], [-0.92228, 0.81500, 1.19393], [-1.58092, -0.50337, -3.31775], [0.07148, -2.56512, 5.76533], [-1.08787, -4.31706, -0.18009], [0.09773, -1.88057, 0.78065], [0.67031, 3.63116, 0.14764], [-2.90026, 4.69594, 3.57084], [2.65289, 2.79954, -4.93753], [2.94116, 0.43775, 5.05513], [-2.95533, 4.75571, 0.65804], [2.64577, -0.40231, -2.60889], [2.33681, -4.40139, 5.77222], [0.66250, -5.19742, 2.17601], [0.60579, -1.77006, -4.01166], [-4.98390, -1.23517, -0.27386], [4.93704, -1.92708, -3.24874], [-4.87942, -2.53470, 2.60128], [-0.21856, -0.99654, -0.28830], [0.55725, 5.92923, 1.18148], [-2.08457, 0.90103, -3.19899], [1.06921, 3.64750, -3.19198], [-0.14360, -5.34463, -0.04717], [-0.02892, 0.47911, 0.13960], [2.14827, 2.03524, 3.38729], [5.03364, -0.62018, -2.65137], [0.65464, -3.17727, -3.75681], [1.56200, -4.07190, -4.74688], [-3.31968, 0.88774, -2.32728], [-4.76227, -1.12743, 2.31046], [3.78844, 0.13638, -3.21563], [0.53642, -3.28462, 4.63855], [1.37119, 3.44917, -4.70171], [2.09487, 0.58580, 3.94274], [2.05249, -3.51503, 4.64786], [-4.07819, -0.92215, 0.80703], [-3.24665, 3.55652, 2.63684], [-0.08142, -6.00265, 1.30313], [-3.87119, 4.06895, 1.35074], [0.55019, 5.03998, -0.06995], [-0.70456, 1.72407, 1.41256], [1.45576, 4.30380, -5.37296], [1.22706, -3.94415, -5.77625], [4.91807, -0.74469, -1.57469], [2.94682, 2.79437, -5.85141], [3.73856, 1.20891, -3.02777], [-4.69071, 4.72783, 1.63775], [-1.20826, 5.18563, 1.28950], [3.24050, -4.22708, 6.04531], [3.33924, -4.59877, -4.12306], [4.17328, 1.98975, 3.50065], [-2.31304, 1.38798, -4.14703], [1.75405, 4.44432, -2.90186], [2.45899, -3.92893, 3.72507], [-2.38977, -1.00835, -3.42892], [-2.25438, 3.10550, 2.64614], [0.99447, 0.60105, 0.49443], [-0.31445, -1.45689, 1.53710], [-3.63745, 0.06526, 0.66963], [0.03392, 3.91044, -2.97485], [0.83504, 2.66783, -5.24037], [2.12761, 2.02895, -2.88307], [0.35367, -1.10989, -1.20906], [6.05786, -0.26490, -2.76469], [2.67394, -2.63462, 4.81152], [1.10026, 0.23824, 4.22216], [0.90040, 3.21859, -0.68810], [-0.35327, -3.55806, -3.92176], [0.83489, -4.95300, -0.32516], [-0.52712, -6.06067, -0.77401], [-0.61087, -3.62632, 0.28569], [1.90791, 2.86758, 4.04876], [-0.18475, 1.08872, -0.75046], [-3.93485, 1.78681, -2.36385], [3.69378, -0.06428, -4.28281], [-3.16959, -1.52042, 0.73913], [-5.51862, -0.43857, -0.24056], [2.38224, -0.01988, 3.08328], [-1.31971, 1.54103, -2.75911], [-1.25208, -1.02592, -0.63337], [4.16333, -2.32739, -2.84535], [-0.39026, 5.20144, -0.59682], [-4.06634, -0.62167, 2.97978], [1.28446, -5.60811, 2.78107], [-5.67195, -0.53931, 2.43164], [-0.05293, -4.20125, 4.66223], [3.84936, 0.30507, 4.77377], [-1.03374, -6.17705, 1.80391], [0.40443, -6.97511, 1.38297], [1.42943, -5.12447, -4.49663], [1.41768, 5.30420, -0.67472], [2.05892, -0.83491, -3.23344], [-3.16741, 0.74008, -1.25812], [-0.21317, -1.50164, -3.58875], [-5.54417, -2.62297, 3.28824], [-4.30507, 3.24264, 0.78765], [-2.24306, 5.27246, 3.17422], [0.14125, -2.72251, 3.79240], [-3.93877, 2.85903, 3.10863], [-3.37262, 4.97697, -0.17773], [0.43721, 6.98735, 0.94894], [-0.16203, -3.20908, 6.43794], [1.42176, 5.79451, 1.83155], [0.75986, -3.39529, -2.69403], [1.38298, 2.01679, 2.61135], [-4.35062, -0.75686, -1.85255]], "forces_ev_per_angstrom": [[1.050, 0.883, -0.279], [-0.663, -0.074, -0.192], [-0.260, 0.515, -1.406], [-1.440, -0.449, 1.929], [0.900, 1.252, -1.508], [-0.012, -0.361, -0.417], [-0.357, 2.456, 0.063], [0.229, 0.426, 0.464], [0.329, 0.579, 0.631], [0.014, 0.156, -1.005], [-0.388, 0.211, 1.181], [-1.910, -1.390, -0.483], [1.644, -0.301, 2.203], [0.219, -0.350, 0.349], [1.978, 1.434, -2.428], [1.865, 1.239, 1.028], [-0.302, 0.205, -0.802], [0.654, 2.193, 0.635], [1.923, -0.818, -0.034], [0.750, 0.578, 0.963], [0.881, 2.434, 0.603], [-0.030, 1.430, -0.455], [-0.493, 2.096, 0.308], [0.003, -1.037, -0.680], [0.223, -1.004, 0.349], [1.741, -0.010, -1.332], [-0.894, -1.412, -0.984], [0.359, -1.054, -0.230], [0.302, -1.504, 0.691], [1.180, -2.810, 0.795], [-0.587, -1.680, -1.413], [-1.225, 0.759, 2.379], [-1.712, -1.609, 1.099], [1.814, 0.032, -2.094], [-2.781, -0.974, -1.109], [-0.495, 0.181, 0.234], [0.455, -1.647, -2.061], [-0.383, 1.158, -0.154], [0.219, -0.465, 0.996], [-0.648, -0.918, 2.071], [1.164, 1.958, 1.605], [0.540, -0.986, 1.639], [-1.431, -1.665, 2.594], [1.455, 0.228, -0.486], [-0.108, 0.344, 0.231], [-0.905, 0.705, 0.837], [0.477, 0.417, -0.071], [-0.566, 0.297, 0.142], [-0.476, 0.345, -0.059], [1.149, 0.275, 0.419], [-0.313, -0.019, 0.250], [-0.377, 0.020, -0.100], [-0.017, -0.067, 0.117], [-0.086, -0.074, -0.168], [-0.506, 0.093, 0.497], [-0.029, -0.683, -0.446], [-0.294, 0.367, 0.282], [-0.451, -0.351, -0.266], [-0.607, -0.251, 0.053], [-0.205, -0.689, -1.250], [0.260, 0.156, -0.094], [-0.072, -0.118, 0.513], [-0.554, 0.525, 0.402], [0.101, -0.042, -0.245], [-1.827, 0.569, 0.605], [-0.096, 0.182, -0.110], [0.516, -0.650, 0.381], [-0.433, 0.542, -0.975], [-0.654, 0.639, 0.004], [-0.088, 0.317, 0.250], [0.210, -0.101, -0.101], [-0.271, -0.115, -0.298], [0.333, -0.353, -0.018], [0.639, -0.509, -0.100], [-0.616, 1.174, 0.267], [-0.083, -0.348, 0.450], [-0.050, 0.211, -0.008], [0.220, 0.269, -0.597], [0.484, 0.306, -0.087], [-0.428, -0.750, 0.044], [-0.795, -0.148, -0.469], [0.298, -0.306, -0.006], [0.261, -0.403, 0.231], [-0.350, -0.675, 0.238], [-0.733, -0.739, -0.102], [-0.057, 0.419, -0.235], [0.366, -0.257, 0.247], [-0.328, -0.575, -0.297], [-0.461, -0.389, -0.441], [0.641, -0.529, -0.530], [-0.032, -0.092, -0.050], [-0.606, 0.247, -0.657], [-0.036, -0.364, -1.183], [-0.775, 0.036, 0.059], [-0.155, 0.471, -0.412], [-1.377, -1.031, -1.169], [1.038, 0.316, 0.053], [-0.610, 1.025, -0.024], [-0.061, -0.130, 0.076], [0.029, -0.360, -0.152], [0.311, -0.156, -0.372], [0.643, -0.063, -0.387], [0.001, 0.407, 0.450], [0.372, 0.418, -0.215], [0.487, 0.133, -0.604], [0.163, 0.131, 0.169], [0.250, -0.069, -0.274], [0.939, -0.009, 0.137], [0.524, 0.477, -0.669], [-0.109, -0.305, 0.574]], "homo_lumo_gap_ev": [9.2, 2.6], "multiplicity": 2, "lumo_energy_ev": [-2.4365, -9.0306], "charge": 1}

***

Entry 4:
{"formula": "C20H21Br2Cl3N3O6TeTi", "method": "ωB97M-V with the def2-TZVPD basis set", "elements": ["Te", "Br", "Br", "Ti", "Cl", "Cl", "Cl", "O", "O", "O", "O", "O", "O", "N", "N", "N", "C", "C", "C", "C", "C", "C", "C", "C", "C", "C", "C", "C", "C", "C", "C", "C", "C", "C", "C", "C", "H", "H", "H", "H", "H", "H", "H", "H", "H", "H", "H", "H", "H", "H", "H", "H", "H", "H", "H", "H", "H"], "xyz": [[2.78565, 0.49879, 2.68194], [-0.92129, 2.96266, 3.16208], [-3.09854, 5.82966, -1.18327], [-0.21780, -0.56912, -0.18136], [2.94344, 1.14735, -4.34578], [4.59736, -0.76752, -2.81833], [4.05265, 2.73703, -1.31611], [2.11166, -3.33503, 1.73191], [-0.21557, 0.97406, 0.93573], [-2.31799, -0.39754, -0.04966], [-1.19861, -2.29584, -1.28911], [1.11182, -1.93585, 0.29965], [-3.97876, 0.12677, 1.36270], [-0.91573, 1.01168, -1.62219], [-1.09294, -1.89493, 1.55242], [1.30659, -0.09167, -1.29038], [3.12860, 0.09074, -3.00435], [-2.89391, -0.35153, 1.12352], [-0.86503, 2.04211, 0.50173], [-1.22280, 2.11344, -0.87557], [1.21264, -2.58747, 1.43519], [-2.12802, 3.21036, -2.80158], [-1.76366, 2.12389, -3.53465], [-1.28633, 3.06612, 1.31561], [-2.05707, -1.01515, 2.21947], [0.04343, -2.31382, 2.36727], [-1.22106, -3.44113, -0.41653], [-2.21901, 4.28309, -0.52859], [2.17076, -0.00695, -2.10935], [-1.94985, 4.19361, 0.80463], [4.02510, -0.65510, 3.98692], [-1.86886, 3.23656, -1.41418], [3.96222, 0.07392, 0.96048], [-1.78757, -3.04818, 0.93859], [-0.76406, -0.17998, -3.74205], [-1.15464, 1.00662, -2.91548], [-0.17268, -3.19471, 2.97695], [-1.51978, -0.23909, 2.76528], [3.79452, 0.84380, 0.20296], [0.32200, -0.26688, -3.78738], [5.02517, -0.22849, 4.00525], [-1.13824, -0.07145, -4.75816], [-1.93985, 2.09306, -4.60070], [-1.84504, -4.22054, -0.85911], [4.05981, -1.68495, 3.63829], [3.71857, -0.91993, 0.59254], [-2.71259, -1.55104, 2.91167], [-2.61037, 4.05785, -3.26895], [0.35041, -1.49001, 3.01424], [3.59963, -0.62387, 4.98877], [-0.19703, -3.79697, -0.36468], [-2.83627, -2.78042, 0.80415], [-2.07549, -1.87065, -1.23240], [-1.14594, -1.10862, -3.32209], [-1.75896, -3.91021, 1.61361], [5.00675, 0.13475, 1.25925], [-2.23748, 4.98676, 1.47916]], "forces_ev_per_angstrom": [[0.055, 0.112, -0.025], [-0.014, 0.006, -0.016], [-0.003, -0.002, -0.004], [0.559, -0.001, 0.041], [0.046, -0.001, -0.018], [0.039, -0.030, -0.052], [-0.072, 0.078, 0.010], [-0.008, -0.007, -0.019], [-0.138, -0.428, -0.186], [-0.057, 0.105, -0.043], [0.137, 0.107, 0.060], [-0.008, 0.223, 0.110], [-0.015, -0.012, -0.028], [-0.129, 0.167, -0.056], [-0.004, 0.196, -0.093], [-0.381, -0.373, -0.133], [-0.040, -0.017, -0.204], [-0.003, -0.053, 0.038], [-0.251, 0.016, 0.027], [0.077, -0.017, -0.026], [0.021, -0.012, 0.019], [-0.003, 0.012, 0.009], [0.026, 0.005, 0.001], [0.252, -0.013, 0.099], [-0.045, -0.003, -0.008], [-0.012, 0.003, 0.046], [-0.022, 0.006, 0.000], [0.002, 0.011, 0.045], [-0.051, 0.060, 0.404], [-0.004, 0.008, -0.043], [-0.036, -0.052, -0.014], [0.012, -0.006, -0.018], [0.044, -0.060, -0.003], [0.035, -0.039, -0.003], [-0.008, -0.002, -0.006], [0.034, 0.029, 0.014], [-0.005, 0.008, 0.010], [0.018, -0.012, -0.002], [-0.092, 0.062, 0.033], [0.013, 0.008, -0.012], [0.004, -0.003, 0.001], [-0.020, -0.004, 0.006], [0.003, -0.007, -0.002], [-0.004, 0.007, -0.008], [-0.002, -0.004, 0.002], [0.006, -0.016, 0.008], [-0.002, -0.001, -0.001], [0.004, 0.002, 0.000], [0.005, 0.020, -0.021], [0.008, -0.001, 0.006], [-0.003, -0.011, 0.002], [-0.006, -0.012, 0.018], [-0.014, -0.016, -0.011], [0.020, -0.006, 0.013], [0.023, 0.000, -0.004], [0.009, -0.036, 0.038], [0.002, 0.001, 0.000]], "homo_lumo_gap_ev": [5.3, 5.3], "lumo_energy_ev": [1.2209, 1.2067], "charge": -1}

***

Energy relative to the best compared isomer or geometry (same formula, charge and spin)? In order: 171.96 128.89 61.33 34.47 kcal/mol.